[1]
# C7H7F3O2P2S

A 2-piece molecular cluster, C7H7F3O2P2S overall at a distorted geometry (ωB97M-V/def2-TZVPD, the OMol25 dataset).

Results
Gap between HOMO and LUMO (alpha / beta) in eV: 7.77 / 7.76
Lowest unoccupied orbital energy (alpha / beta) in eV: -1.291 / -1.297

```
! wB97M-V def2-TZVPD RIJCOSX def2/J DEFGRID3
* xyz 0 1
C 3.088 -0.322 -1.792
C 2.165 0.709 -1.849
C 2.741 -1.566 -1.293
C 0.864 0.504 -1.390
C 1.449 -1.797 -0.820
C 0.606 -0.739 -0.916
C -2.071 0.631 3.055
O 0.394 0.292 2.078
O -1.103 1.868 0.916
F -1.927 1.688 3.837
F -1.921 -0.480 3.777
F -3.322 0.629 2.565
P -2.563 0.583 -0.933
P -1.805 -0.948 0.360
S -0.903 0.590 1.554
H 4.098 -0.150 -2.132
H 2.444 1.681 -2.227
H 3.469 -2.362 -1.248
H 0.128 1.295 -1.404
H 1.166 -2.749 -0.406
H -3.375 -0.335 -1.620
H -3.622 0.977 -0.110
*
```

[2]
# C8H15BCl8O3

A 5-piece molecular cluster, C8H15BCl8O3 overall at a distorted geometry (ωB97M-V/def2-TZVPD, the OMol25 dataset).

Results
Gap between HOMO and LUMO in eV: 10.61
SMILES: BCC(=O)OC(C)=O.ClCCl.ClCCl.ClCCl.ClCCl
Lowest unoccupied orbital energy in eV: -0.047

```
! wB97M-V def2-TZVPD RIJCOSX def2/J DEFGRID3
* xyz 0 1
B -1.978 -0.314 -0.273
C -0.737 0.739 -0.326
C -0.100 0.942 -1.771
O -0.905 1.162 -2.721
O 1.282 0.850 -2.104
C 2.132 1.158 -1.000
C 2.043 2.447 -0.071
O 3.071 0.346 -0.771
H -2.840 -0.121 0.533
H -2.071 -1.288 -0.933
H 0.010 0.454 0.496
H -1.174 1.763 -0.009
H 2.461 2.136 0.964
H 2.625 3.353 -0.463
H 0.969 2.800 0.127
Cl -0.280 -3.138 0.175
C -1.225 -4.614 0.413
Cl -2.916 -4.239 0.766
H -1.177 -5.214 -0.494
H -0.805 -5.172 1.248
Cl 1.957 -3.060 4.557
C 2.232 -2.274 2.998
Cl 1.907 -0.539 3.089
H 3.270 -2.424 2.704
H 1.571 -2.719 2.256
Cl 1.133 2.367 2.864
C 0.248 2.634 4.373
Cl 0.891 4.025 5.252
H -0.800 2.816 4.140
H 0.340 1.747 4.998
Cl -3.472 -0.441 -6.064
C -2.099 0.673 -6.102
Cl -2.299 1.890 -7.369
H -2.023 1.174 -5.139
H -1.190 0.107 -6.296
*
```

[3]
# C24H59BO5P2S

A 4-piece molecular cluster, C24H59BO5P2S overall at a distorted geometry (ωB97M-V/def2-TZVPD, the OMol25 dataset).

Results
Gap between HOMO and LUMO in eV: 6.61
SMILES: CCCCCCCCCCCCCCCB([PH2]=S)P(O)O.CC(C)O.CC(C)O.CC(C)O
Lowest unoccupied orbital energy in eV: -1.274

```
! wB97M-V def2-TZVPD RIJCOSX def2/J DEFGRID3
* xyz 0 1
C 3.945 0.378 2.325
C 4.456 -0.793 1.408
C 4.988 -0.297 0.013
C 4.417 -1.156 -1.169
C 3.949 -0.293 -2.393
C 2.498 0.224 -2.092
C 2.464 1.698 -1.521
C 0.986 2.173 -1.613
C 0.679 3.579 -0.996
C 1.338 3.891 0.385
C 0.437 3.586 1.619
C -0.212 2.154 1.594
C -1.769 2.324 1.442
C -2.459 1.081 0.796
C -2.741 -0.080 1.857
B -1.993 -1.386 1.296
P -2.946 -3.009 0.815
S -1.911 -4.571 1.358
P -0.078 -1.264 1.080
O 0.721 -2.297 2.140
O 0.311 -1.635 -0.538
H 2.917 0.162 2.675
H 3.904 1.345 1.781
H 4.590 0.488 3.220
H 5.286 -1.317 1.921
H 3.645 -1.540 1.294
H 4.734 0.767 -0.155
H 6.096 -0.347 0.050
H 3.600 -1.799 -0.798
H 5.222 -1.826 -1.545
H 3.872 -0.978 -3.266
H 4.649 0.525 -2.640
H 1.856 0.196 -2.999
H 2.053 -0.441 -1.321
H 3.098 2.307 -2.191
H 2.844 1.627 -0.487
H 0.757 2.255 -2.701
H 0.334 1.358 -1.237
H 1.027 4.343 -1.716
H -0.430 3.667 -0.950
H 1.524 4.989 0.400
H 2.320 3.418 0.555
H -0.371 4.338 1.748
H 1.038 3.646 2.554
H 0.208 1.515 0.803
H 0.018 1.647 2.556
H -1.915 3.177 0.751
H -2.196 2.594 2.424
H -3.439 1.366 0.357
H -1.850 0.706 -0.062
H -3.835 -0.248 1.935
H -2.366 0.226 2.854
H -2.998 -2.985 -0.624
H -4.293 -3.006 1.278
H 1.434 -1.772 2.506
H -0.345 -1.158 -1.057
C 1.337 -3.012 -5.724
C 0.292 -2.276 -4.901
C -0.258 -3.158 -3.790
O -0.775 -1.851 -5.749
H 0.903 -3.894 -6.203
H 1.717 -2.371 -6.521
H 2.177 -3.331 -5.103
H 0.733 -1.375 -4.469
H -0.746 -4.045 -4.203
H -1.013 -2.620 -3.213
H 0.535 -3.480 -3.113
H -1.173 -2.636 -6.137
C -0.121 -4.803 5.059
C -1.353 -4.457 5.880
C -2.078 -5.711 6.345
O -2.238 -3.656 5.100
H -0.399 -5.362 4.161
H 0.384 -3.895 4.723
H 0.585 -5.402 5.638
H -1.061 -3.860 6.746
H -2.419 -6.300 5.489
H -2.964 -5.448 6.925
H -1.430 -6.336 6.963
H -2.504 -4.174 4.329
C -3.107 5.532 -2.772
C -3.693 4.688 -1.651
C -5.143 4.322 -1.930
O -3.611 5.407 -0.420
H -3.658 6.471 -2.879
H -2.071 5.793 -2.552
H -3.138 5.000 -3.725
H -3.102 3.777 -1.529
H -5.761 5.221 -2.009
H -5.552 3.726 -1.112
H -5.236 3.754 -2.857
H -4.129 6.212 -0.515
*
```

[4]
# C19H31AuNSb

C19H31AuNSb as an isolated structure at a distorted geometry (ωB97M-V/def2-TZVPD, the OMol25 dataset).

Results
Gap between HOMO and LUMO in eV: 8.99
Lowest unoccupied orbital energy in eV: 0.387

```
! wB97M-V def2-TZVPD RIJCOSX def2/J DEFGRID3
* xyz 0 1
Au -0.358 -0.333 1.747
N -2.351 0.105 8.986
C -2.104 -0.065 7.881
C -1.702 -0.188 6.496
C -2.367 0.487 5.468
C -2.003 0.357 4.145
C -0.940 -0.505 3.749
C -0.394 -1.233 4.813
C -0.746 -1.092 6.170
H -3.229 1.165 5.622
H -2.468 1.055 3.507
H 0.463 -1.920 4.662
H -0.061 -1.559 6.935
C -2.816 -0.400 -1.947
C -1.495 0.336 -2.359
C -1.871 1.793 -2.396
C -1.068 -0.035 -3.743
Sb 0.075 0.067 -0.840
C 1.060 -1.718 -1.540
C 1.949 -1.485 -2.774
C 0.058 -2.811 -1.855
C 2.055 -2.303 -0.430
C 1.622 1.714 -0.971
C 0.977 2.913 -0.251
C 2.764 1.207 -0.160
C 2.100 2.003 -2.378
H -3.762 -0.012 -2.386
H -3.029 -0.206 -0.906
H -2.702 -1.481 -2.144
H -2.641 1.903 -3.107
H -1.109 2.464 -2.645
H -2.251 2.095 -1.414
H -1.959 0.273 -4.339
H -0.840 -1.101 -3.823
H -0.261 0.564 -4.052
H 1.387 -0.946 -3.553
H 2.259 -2.453 -3.180
H 2.860 -1.046 -2.518
H -0.555 -2.578 -2.732
H -0.563 -3.030 -0.979
H 0.629 -3.708 -2.097
H 2.610 -1.472 -0.045
H 2.744 -3.035 -0.911
H 1.579 -2.862 0.394
H 0.583 2.599 0.668
H 0.176 3.328 -0.847
H 1.654 3.773 -0.098
H 2.470 0.839 0.820
H 3.482 1.994 -0.021
H 3.297 0.356 -0.535
H 1.296 2.315 -3.082
H 2.580 1.076 -2.719
H 2.915 2.797 -2.283
*
```

[5]
# C4H4F2

An isolated molecule of C4H4F2 at a distorted geometry (ωB97M-V/def2-TZVPD, the OMol25 dataset).

Results
Gap between HOMO and LUMO in eV: 11.35
SMILES: C#C[C@@H](F)CF
Lowest unoccupied orbital energy in eV: 0.944

```
! wB97M-V def2-TZVPD RIJCOSX def2/J DEFGRID3
* xyz 0 1
C -1.978 -0.907 -0.266
C -0.787 -0.766 -0.058
C 0.595 -0.509 0.286
F 1.443 -1.260 -0.660
C 0.771 0.972 -0.004
F -0.453 1.524 -0.544
H -2.997 -0.964 -0.269
H 0.888 -0.676 1.271
H 0.948 1.464 0.955
H 1.570 1.122 -0.711
*
```

[6]
# C11H17NSi

An isolated molecule of C11H17NSi at a distorted geometry (ωB97M-V/def2-TZVPD, the OMol25 dataset).

Results
Gap between HOMO and LUMO in eV: 8.27
SMILES: C=C/N=C1\C=CC=C[C@@H]1[Si](C)(C)C
Lowest unoccupied orbital energy in eV: 0.224

```
! wB97M-V def2-TZVPD RIJCOSX def2/J DEFGRID3
* xyz 0 1
C -2.601 3.885 0.541
C -2.600 2.590 0.768
N -1.450 1.859 0.991
C -0.586 1.535 0.144
C -0.537 1.704 -1.270
C 0.544 1.601 -1.984
C 1.814 1.499 -1.379
C 1.818 1.123 -0.084
C 0.601 0.679 0.613
Si 0.559 -1.266 0.199
C 0.990 -1.904 -1.557
C 1.751 -1.987 1.514
C -1.112 -2.099 0.669
H -3.554 4.448 0.700
H -1.659 4.351 0.567
H -3.608 2.213 1.175
H -1.433 1.951 -1.751
H 0.566 1.793 -3.109
H 2.641 1.737 -2.023
H 2.682 1.034 0.435
H 0.626 0.637 1.687
H 2.011 -2.113 -1.618
H 0.500 -2.930 -1.451
H 0.497 -1.487 -2.382
H 2.537 -2.523 1.155
H 2.021 -1.213 2.146
H 1.407 -2.690 2.282
H -1.331 -3.133 0.421
H -1.126 -2.058 1.756
H -1.979 -1.638 0.357
*
```